Entry from the OMol25 dataset: a 14-piece molecular cluster, C54H146N10O17 overall (wB97M-V/def2-TZVPD).

Atoms and positions in Å:
1 H 5.099 -1.543 -1.622
2 O 0.797 -2.939 -3.680
3 O -2.590 -4.005 2.636
4 H -6.463 1.618 1.302
5 H -1.983 -3.834 0.739
6 C 3.760 4.918 -3.831
7 H 0.001 1.889 -4.153
8 H -0.238 -1.232 1.098
9 H 3.318 -4.213 -6.710
10 N -4.857 2.601 2.184
11 C 1.084 -6.307 6.241
12 H 1.883 -4.390 6.780
13 H -10.064 -6.055 0.336
14 H 0.446 6.072 -5.903
15 H 3.046 5.031 5.345
16 C -7.751 -6.326 1.629
17 O 6.387 3.256 1.610
18 C 2.105 -4.566 -5.002
19 C 3.810 7.004 -2.841
20 H 0.414 0.337 -7.508
21 H -10.394 -4.432 1.043
22 H 2.929 -5.928 -6.490
23 N 4.386 3.819 -0.279
24 H -5.748 0.978 -4.827
25 C 3.219 4.384 0.458
26 C -5.494 2.018 0.996
27 C -1.554 -4.229 1.660
28 H 0.936 5.903 -4.217
29 H -0.792 3.803 -6.548
30 H -1.046 4.473 4.008
31 H -1.360 -5.299 1.557
32 H 0.936 6.046 1.465
33 H -1.752 1.590 5.897
34 H 5.665 -2.662 1.866
35 O -3.156 0.602 3.140
36 C -0.568 -2.782 -4.025
37 H -6.616 3.809 0.581
38 O 4.297 5.680 -2.743
39 H -2.258 3.777 4.708
40 C 1.976 -5.112 5.965
41 H -1.523 -0.520 3.619
42 H 2.972 5.972 1.965
43 H -7.826 -7.037 0.799
44 H 5.728 3.203 0.875
45 H -0.814 -1.765 -4.354
46 H -8.983 -4.645 0.054
47 H 6.688 1.252 2.029
48 H -6.829 3.500 -3.048
49 H 3.979 -4.850 5.763
50 N 3.378 -5.576 6.140
51 H 4.144 3.072 -0.924
52 H -5.694 -6.001 1.253
53 H -4.732 -4.022 4.062
54 H -4.882 -0.010 -5.694
55 H 4.470 4.562 -0.988
56 H -7.250 4.530 -1.674
57 H -0.665 -3.724 2.021
58 O -6.311 2.752 -1.204
59 H -1.300 2.921 -1.754
60 H 0.650 -4.214 4.584
61 H 0.498 -3.552 -0.004
62 C -3.825 1.566 -4.828
63 H 3.722 5.484 -4.766
64 H 0.533 1.138 -1.734
65 C 1.547 -3.827 0.109
66 H -4.350 2.615 -3.054
67 H -2.828 3.606 -1.402
68 C -0.080 1.306 -7.460
69 H 0.356 0.897 2.580
70 H 1.270 -2.740 -5.690
71 H -3.017 -1.345 3.920
72 H -5.598 4.475 -2.173
73 O -4.941 -0.601 -1.979
74 H -4.907 1.824 2.844
75 H -1.587 1.766 2.534
76 N -4.846 0.501 -4.819
77 H 5.227 2.032 2.805
78 H 4.184 7.500 -3.741
79 O 0.703 4.451 0.201
80 H -3.462 -5.725 3.259
81 H 5.849 -2.274 3.621
82 N -6.162 -5.034 2.983
83 C -3.644 -4.931 2.527
84 H 2.242 -3.607 4.367
85 H -1.191 0.755 -1.757
86 C 1.689 -3.108 -4.747
87 C 7.145 2.456 3.693
88 C 1.049 0.257 2.023
89 H 1.986 5.422 -1.108
90 H -1.590 4.467 -2.304
91 H 1.962 -5.318 3.882
92 H 4.149 7.522 -1.943
93 H 3.052 0.918 -1.410
94 H 1.567 3.552 6.205
95 C -6.490 3.841 -2.072
96 H 1.470 1.831 -6.039
97 H 1.944 2.128 1.242
98 H 1.372 2.863 4.556
99 H 2.977 -4.761 -4.358
100 H -6.699 -4.554 0.961
101 H -5.032 -3.275 2.507
102 C 2.216 1.149 1.632
103 O 4.128 -4.749 2.242
104 C 0.395 1.976 -6.168
105 C -0.219 0.441 -1.370
106 C -5.878 3.188 0.064
107 O 5.040 0.501 -1.509
108 C 2.193 5.696 5.209
109 H -3.390 -1.377 0.295
110 H -6.934 -4.485 3.347
111 C 5.220 -0.754 -0.868
112 H 1.910 6.157 6.161
113 H -2.418 1.003 1.184
114 H -0.737 5.389 -4.723
115 H -3.427 3.409 -5.899
116 H -0.169 -0.595 -1.712
117 H 2.745 4.601 -3.570
118 N 4.490 2.673 -3.005
119 H 1.953 -3.354 -1.936
120 H 1.176 -9.382 5.280
121 H -5.193 3.154 -5.444
122 C -3.930 -2.127 -0.283
123 C 2.403 -3.156 -0.962
124 H 8.171 2.733 3.456
125 C 0.997 3.604 5.271
126 H 5.997 -4.995 2.913
127 H 3.474 -0.467 -2.470
128 C -2.528 -0.679 3.212
129 H 2.713 7.033 -2.825
130 H 2.461 -2.085 -0.769
131 H 1.682 -4.829 -7.123
132 H 0.153 1.899 -8.347
133 N 1.486 -0.783 2.980
134 C 3.715 5.525 1.311
135 C 0.401 -0.393 0.815
136 H 2.910 1.289 2.464
137 H 0.861 3.837 -7.091
138 H 1.598 -1.625 2.411
139 H 2.636 -2.634 -4.491
140 H -2.584 -1.055 2.188
141 O -8.928 -5.570 1.945
142 C -0.672 1.746 5.851
143 H -3.223 3.250 3.072
144 H 0.479 -5.164 -3.888
145 H -4.956 -2.378 -0.025
146 H 4.124 -5.712 2.221
147 H -7.740 -7.044 2.457
148 H 1.387 -8.806 6.878
149 H -2.985 1.163 -5.390
150 C 1.976 4.542 -0.456
151 H -3.332 -3.039 -0.288
152 H 1.938 3.625 -1.050
153 C 6.267 2.146 2.496
154 H 1.467 -6.374 -4.268
155 H -0.472 4.980 1.793
156 O 1.991 -3.462 1.403
157 H 4.111 6.303 0.639
158 H 4.394 0.886 -4.210
159 C 5.265 -2.802 2.870
160 H 3.505 -6.320 5.448
161 H -1.228 1.767 -5.076
162 H -3.387 1.199 -2.749
163 H -1.160 1.154 -7.525
164 H 6.161 -0.808 -0.340
165 C -4.930 -4.243 3.012
166 C -3.956 -1.599 -1.715
167 H 3.014 3.575 1.178
168 H -0.790 -3.447 -4.866
169 H 1.680 -4.904 -0.053
170 C -9.620 -5.158 0.787
171 C 1.696 -4.529 4.583
172 H -1.188 -3.020 -3.162
173 H 5.600 3.986 -4.161
174 H 4.618 5.248 1.856
175 H 1.203 -0.679 0.122
176 H 2.829 0.563 0.933
177 C 0.573 5.011 1.501
178 H -0.258 1.429 6.813
179 O 1.107 4.903 4.745
180 C 2.524 -4.921 -6.439
181 H -0.282 1.073 5.085
182 O -2.324 2.870 -3.464
183 C -3.363 2.745 2.118
184 H 3.428 -3.534 -0.988
185 O -0.314 0.559 0.039
186 C -0.452 3.222 5.600
187 H 0.727 -1.024 3.611
188 C -2.105 3.508 -2.213
189 N -0.285 1.410 -5.004
190 H 2.362 6.528 4.531
191 C -4.253 2.709 -5.788
192 H -4.872 -0.359 -2.916
193 H -0.751 3.727 6.530
194 C -6.539 -5.413 1.626
195 C -2.572 1.445 2.175
196 O 1.284 -7.398 5.326
197 H 1.223 -6.604 7.285
198 H -0.234 -8.633 6.121
199 H 7.208 1.558 4.316
200 C 0.222 3.496 -6.262
201 C -3.481 2.062 -3.418
202 C 3.870 1.389 -3.392
203 H -3.003 -1.139 -2.022
204 H 4.258 -2.385 2.847
205 N -1.290 3.598 4.463
206 H -4.981 3.815 -0.052
207 C 4.557 3.662 -4.103
208 C 0.842 -8.591 5.955
209 H 5.442 2.423 -2.759
210 N 1.055 -5.529 -4.644
211 H -3.089 3.539 1.422
212 H -4.158 -2.422 -2.417
213 H 2.659 -4.097 1.727
214 H 2.866 1.707 -3.692
215 H 4.905 -4.569 4.149
216 H -4.556 2.290 -6.751
217 C 3.759 0.543 -2.152
218 H -3.749 -5.422 1.557
219 H 4.270 3.103 -4.997
220 C 0.319 5.466 -5.000
221 H 1.231 4.447 2.164
222 C 5.184 -4.296 3.130
223 H 4.311 -0.946 -0.285
224 H 6.725 3.270 4.285
225 H 0.012 -6.084 6.183
226 H -4.848 1.271 0.527
227 O 0.726 4.102 -5.091

Properties
Frontier orbital gap in eV: 8.89
2S+1: 1
Energy relative to the best compared isomer or geometry (same formula, charge and spin) in eV: 0.450
E_HOMO in Eh: -0.3133

Löwdin atomic charge list, values in e, 6 entries:
1. H 0.08
2. O -0.24
3. O -0.21
4. H 0.12
5. H 0.06
6. C -0.22

---

Entry from the OMol25 dataset: a 9-piece molecular cluster, C54H36O36 overall (wB97M-V/def2-TZVPD).

Atoms and positions in Å:
1 H -3.732 0.761 2.180
2 C 3.042 -3.938 -4.521
3 C -1.740 -3.920 -5.082
4 H -1.865 -1.610 -1.267
5 C 1.367 -2.958 1.211
6 C 1.375 -1.734 -8.385
7 O 2.337 -4.632 -3.629
8 C -0.557 6.654 2.614
9 C -3.135 -0.320 0.261
10 C -0.460 -0.672 6.142
11 O -2.110 5.619 7.380
12 H -2.486 -3.274 -7.139
13 C -4.130 1.829 0.309
14 O -0.595 0.461 -0.158
15 H -0.249 -0.217 -4.838
16 H 5.646 -2.649 -7.660
17 C 1.781 0.005 7.142
18 C 0.003 5.564 2.011
19 C 5.006 -2.337 -4.609
20 C 2.829 1.108 1.570
21 C 2.934 -4.188 -5.817
22 C -2.720 5.376 2.853
23 C -3.518 0.927 -1.972
24 C 0.124 -0.833 1.665
25 H -2.964 -3.804 -1.083
26 O 1.586 -3.507 -1.140
27 H 4.218 -1.980 -1.285
28 C -3.239 3.889 6.262
29 O -3.337 -3.079 -6.689
30 O -2.625 7.474 3.559
31 C -0.785 4.188 6.085
32 H -1.796 1.462 8.842
33 H 2.542 -1.377 5.412
34 H -2.853 3.352 2.265
35 O 5.880 -2.236 -6.776
36 C -3.726 0.772 1.058
37 H -0.815 0.952 0.631
38 C 3.618 0.030 -0.469
39 H 2.298 -4.850 -6.291
40 O 3.568 -0.895 -8.362
41 H 1.234 4.585 1.139
42 O 1.976 -4.073 1.618
43 C 2.451 -0.589 -6.275
44 H -4.875 3.440 0.102
45 C -0.212 0.995 8.116
46 C 1.145 -2.776 -0.277
47 O 0.730 -0.075 -4.675
48 O 2.999 -0.088 7.023
49 C -3.031 -0.133 -1.295
50 O -0.998 -4.044 -6.066
51 H 0.469 -1.363 -1.763
52 O 1.575 -1.462 5.315
53 H -3.060 5.723 7.490
54 C -2.153 2.328 4.899
55 H 2.519 -4.303 -2.684
56 C 2.567 -1.057 -7.703
57 O -2.082 -4.018 -1.460
58 H 0.986 -2.161 3.179
59 C -0.026 -1.060 -6.585
60 O 3.974 -0.004 -1.638
61 O 2.328 2.121 2.285
62 C -0.768 4.314 1.714
63 C -2.152 4.251 2.246
64 C -3.328 2.806 5.329
65 O 3.849 -2.895 -2.642
66 O -3.983 5.395 3.215
67 O -0.390 0.016 2.372
68 O -1.096 -0.862 -6.065
69 C 2.948 1.112 0.194
70 C 4.012 -2.973 -3.835
71 H 2.203 -4.487 0.782
72 H -0.028 7.525 2.910
73 H 4.027 -2.136 2.283
74 C 5.070 -2.763 -5.923
75 O 4.301 -2.210 -0.316
76 C 3.892 -1.236 1.726
77 O -1.978 1.346 3.982
78 C 3.451 -0.084 2.433
79 C 0.888 -0.736 6.134
80 C 3.985 -1.180 0.367
81 H -0.386 -4.633 -3.480
82 H -3.311 0.938 -3.045
83 C -0.812 2.997 5.210
84 C -0.008 -0.641 0.174
85 H 2.522 1.944 3.235
86 C 0.513 -1.505 -0.708
87 C 1.110 0.808 8.198
88 C -3.133 -3.354 -5.390
89 C 1.201 -0.626 -5.775
90 O 3.348 0.080 3.638
91 H -5.020 -2.792 -4.627
92 O -4.593 2.912 0.887
93 H -4.356 2.467 5.087
94 H 2.490 -2.194 -9.858
95 H 0.148 4.374 6.684
96 O -2.271 0.575 7.159
97 O -4.211 4.344 6.859
98 C -2.258 -3.881 -2.754
99 C 0.819 -2.088 2.082
100 H -0.829 -1.961 -8.360
101 O 4.213 -3.894 -7.779
102 O 1.227 5.456 1.579
103 C -1.081 0.290 7.088
104 C -4.014 -3.109 -4.497
105 O -0.172 3.480 1.056
106 H 3.279 -0.111 -5.753
107 H -1.220 -1.067 5.464
108 H 1.725 1.295 8.975
109 O -4.833 2.855 -1.610
110 O 1.632 -2.350 -9.491
111 C -1.997 4.608 6.551
112 H 5.751 -1.656 -4.215
113 C -1.911 6.633 2.982
114 C -3.655 -3.364 -3.054
115 O 0.153 2.662 4.480
116 H -1.029 1.227 3.698
117 H 2.504 1.879 -0.309
118 O -4.415 -3.200 -2.162
119 C -4.161 1.899 -1.170
120 C 4.007 -3.679 -6.594
121 O -0.865 1.714 8.985
122 C 0.110 -1.554 -7.949
123 C -1.360 -4.266 -3.720
124 O -2.653 -1.399 0.668
125 H -4.062 6.304 3.553
126 O -2.271 -1.017 -1.924

Properties
Frontier orbital gap in eV: 7.27
SMILES string: O=C1C=C(O)C(=O)C=C1O.O=C1C=C(O)C(=O)C=C1O.O=C1C=C(O)C(=O)C=C1O.O=C1C=C(O)C(=O)C=C1O.O=C1C=C(O)C(=O)C=C1O.O=C1C=C(O)C(=O)C=C1O.O=C1C=C(O)C(=O)C=C1O.O=C1C=C(O)C(=O)C=C1O.O=C1C=C(O)C(=O)C=C1O
2S+1: 1
Energy relative to the best compared isomer or geometry (same formula, charge and spin) in eV: 0.450
E_HOMO in Eh: -0.3438

Löwdin atomic charge list, values in e, 6 entries:
1. H 0.14
2. C -0.19
3. C -0.27
4. H 0.08
5. C -0.23
6. C -0.24

---

Entry from the OMol25 dataset: C54H42BF4P3RhSi as an isolated structure (wB97M-V/def2-TZVPD).

Atoms and positions in Å:
1 H -1.974 3.284 4.509
2 C 3.300 -0.185 -0.314
3 C 0.771 -0.049 3.189
4 C -4.041 3.099 -1.045
5 H 5.920 2.481 -1.176
6 Si 1.267 1.407 0.680
7 H -1.101 -3.352 0.703
8 C 3.688 -2.862 1.497
9 H -3.487 0.241 5.876
10 C -0.343 -3.704 1.395
11 C -4.489 1.824 2.780
12 H 2.473 -4.032 -1.450
13 C 1.188 -3.262 3.201
14 H -0.733 -3.819 -3.319
15 H 1.798 0.325 -2.376
16 C 1.224 -0.572 -2.571
17 C 1.405 4.321 0.503
18 C -2.673 -2.430 3.228
19 C -3.272 -0.503 5.125
20 H 1.633 -2.582 3.909
21 H -0.434 -5.730 0.720
22 H 3.950 -5.896 -0.849
23 C -0.257 5.618 -0.635
24 H -5.517 1.521 2.896
25 C -3.788 -2.571 4.031
26 H -0.479 -2.094 -5.063
27 C 4.522 -3.909 1.826
28 H 0.772 -0.021 -4.578
29 H 6.423 0.095 -1.550
30 C -3.045 2.176 -1.365
31 C -3.031 1.575 -2.619
32 C 1.855 0.495 5.275
33 H 5.269 -5.826 1.231
34 H -2.032 4.571 -1.210
35 B -3.271 -1.452 -0.735
36 H 0.261 -3.489 -1.097
37 H -3.996 1.425 -4.523
38 F -4.313 -0.676 -1.101
39 C 3.869 -5.049 -0.185
40 H -2.459 -3.190 2.494
41 C -0.039 -1.945 -4.090
42 C 3.031 -4.002 -0.526
43 H -1.533 0.525 4.422
44 C 0.031 -5.035 1.403
45 C 0.968 5.538 0.011
46 H 3.605 -1.993 2.140
47 P -0.409 -1.104 2.274
48 H 2.358 4.264 1.006
49 H -5.774 4.130 -1.729
50 C -4.993 2.809 -3.231
51 H -4.427 -3.432 3.906
52 C 0.987 -5.481 2.302
53 C 1.449 0.999 2.558
54 C -0.636 3.286 -0.216
55 C 3.014 1.157 -0.042
56 H -4.052 3.564 -0.069
57 H 2.828 2.602 2.831
58 C 4.522 -0.575 -0.843
59 C 0.969 -0.280 4.549
60 H 5.100 -3.871 2.736
61 C 0.632 3.173 0.369
62 H -4.327 1.012 0.805
63 F -3.516 -2.779 -0.758
64 P -1.710 1.820 -0.188
65 H 0.411 -1.065 5.041
66 C 0.382 -2.733 -1.860
67 H 1.583 6.420 0.118
68 C -2.500 2.827 3.683
69 C -1.848 -1.315 3.368
70 H 2.014 0.288 6.323
71 F -2.108 -1.164 -1.550
72 F -2.814 -1.062 0.559
73 H 3.752 3.158 -0.246
74 C -4.094 -1.607 4.978
75 C 0.238 -2.808 2.295
76 C -1.067 4.502 -0.731
77 C -2.161 -0.347 4.318
78 C -5.010 3.408 -1.980
79 C 1.562 -4.594 3.196
80 C -4.006 1.891 -3.549
81 C 2.531 1.533 4.655
82 C 2.958 -2.891 0.306
83 H -5.753 3.063 -3.953
84 C 3.962 2.111 -0.394
85 H 4.726 -1.618 -1.035
86 P 1.976 -1.382 0.030
87 C -0.178 -2.918 -3.111
88 C 5.183 1.732 -0.929
89 H -2.284 0.830 -2.854
90 H -0.797 2.857 2.388
91 H -4.362 2.696 4.732
92 C 4.615 -5.006 0.981
93 H 3.215 2.150 5.219
94 C -3.826 1.546 1.601
95 C -3.836 2.475 3.817
96 C -2.504 1.968 1.438
97 H 2.297 -4.938 3.905
98 C 1.119 -1.569 -1.582
99 Rh -0.380 -0.286 -0.030
100 C 0.659 -0.776 -3.815
101 C 2.316 1.783 3.311
102 C -1.832 2.572 2.502
103 H -0.582 6.551 -1.067
104 C 5.470 0.392 -1.140
105 H -4.975 -1.711 5.590
106 H 1.278 -6.520 2.314

Properties
Frontier orbital gap (spin up / spin down) in eV: 6.38 / 6.38
Net charge: +1
2S+1: 1
Energy relative to the best compared isomer or geometry (same formula, charge and spin) in eV: 1.948
E_HOMO (spin up / spin down) in Eh: -0.3895 / -0.3895

Löwdin atomic charge list, values in e, 6 entries:
1. H 0.11
2. C -0.38
3. C -0.36
4. C -0.10
5. H 0.11
6. Si 0.71